31
Properties=species:S:1:pos:R:3 method="wB97M-V/def2-TZVPD" lumo_energy_ev="-5.69 / -5.72" orbital_gap_ev="4.94 / 4.94" total_charge=+1 homo_energy_ev="-10.633 / -10.661" energy_ha=-4431.9571 fmax_ev_per_a=0.5 multiplicity=4 s2=3.762
Co 0.461 -0.158 -0.466
C 1.537 -1.028 2.322
O 0.786 -0.087 1.530
C 0.906 1.287 1.964
C -0.227 2.031 1.323
O -0.161 1.729 -0.083
C -0.879 2.633 -0.944
H 1.228 -0.940 3.362
H 2.604 -0.826 2.220
H 1.303 -2.020 1.948
H 1.870 1.673 1.640
H 0.840 1.344 3.051
H -0.112 3.104 1.484
H -1.198 1.709 1.706
H -0.425 3.620 -0.882
H -1.926 2.673 -0.645
H -0.788 2.248 -1.955
C 3.276 -3.407 0.418
S 4.252 -2.780 -0.967
C 4.297 -1.084 -0.516
C 3.435 -0.133 -0.895
S 2.042 -0.311 -1.975
S 3.764 1.471 -0.301
C 5.129 1.096 0.716
S 5.891 2.194 1.633
S 5.586 -0.568 0.550
H 3.215 -4.488 0.297
H 2.269 -2.989 0.398
H 3.759 -3.186 1.368
I -1.316 -2.025 -0.939
I -3.346 -0.712 0.163

=====

14
Properties=species:S:1:pos:R:3 method="wB97M-V/def2-TZVPD" lumo_energy_ev=4.13 orbital_gap_ev=8.29 total_charge=-1 homo_energy_ev=-4.153 energy_ha=-307.3124 fmax_ev_per_a=2.8 e_above_lowest_kcal_mol=21.43
C 1.472 0.625 0.539
O 0.271 1.007 1.164
C 2.066 1.357 -0.764
H 2.233 0.797 1.326
H 1.298 -0.511 0.310
H 2.107 2.458 -0.651
H 3.071 1.191 -1.001
H 1.512 1.107 -1.681
H -3.500 -1.468 0.100
H -3.101 -2.746 -0.487
O -3.963 -2.295 -0.199
H -1.325 -1.393 0.522
H -0.529 0.429 0.687
O -1.612 -0.557 0.135

=====

23
Properties=species:S:1:pos:R:3 method="wB97M-V/def2-TZVPD" lumo_energy_ev=-4.97 orbital_gap_ev=3.78 total_charge=0 homo_energy_ev=-8.758 energy_ha=-441.5282 fmax_ev_per_a=4.1 e_above_lowest_kcal_mol=221.93
C 0.266 0.686 1.820
C -0.405 0.041 0.668
C -1.829 -0.536 0.904
C 0.647 1.553 -1.107
N -0.546 1.040 -0.433
H 1.440 0.753 1.812
H -0.053 1.704 1.796
H 0.066 0.371 2.847
H -1.723 -1.372 1.662
H -2.314 -0.569 -0.174
H 0.475 2.293 -1.995
H 1.152 2.137 -0.381
H 1.226 0.658 -1.494
H -1.361 0.797 -1.018
H 3.439 -0.674 0.253
H 1.752 -1.539 -0.531
O 2.521 -0.424 -0.039
H 0.067 -0.894 0.227
H 1.718 -2.800 -1.509
O 1.267 -2.323 -0.869
H -2.817 -0.925 -2.240
H -2.382 0.230 1.473
O -2.606 -0.206 -1.674

=====

Copy entry 2 word for word.
14
Properties=species:S:1:pos:R:3 method="wB97M-V/def2-TZVPD" lumo_energy_ev=4.13 orbital_gap_ev=8.29 total_charge=-1 homo_energy_ev=-4.153 energy_ha=-307.3124 fmax_ev_per_a=2.8 e_above_lowest_kcal_mol=21.43
C 1.472 0.625 0.539
O 0.271 1.007 1.164
C 2.066 1.357 -0.764
H 2.233 0.797 1.326
H 1.298 -0.511 0.310
H 2.107 2.458 -0.651
H 3.071 1.191 -1.001
H 1.512 1.107 -1.681
H -3.500 -1.468 0.100
H -3.101 -2.746 -0.487
O -3.963 -2.295 -0.199
H -1.325 -1.393 0.522
H -0.529 0.429 0.687
O -1.612 -0.557 0.135